# 1
{"formula": "C22H48NO14S", "method": "wB97M-V/def2-TZVPD", "elements": ["N", "H", "H", "H", "H", "S", "O", "O", "O", "O", "O", "C", "O", "C", "C", "C", "H", "H", "H", "H", "H", "H", "H", "H", "O", "C", "O", "C", "C", "C", "H", "H", "H", "H", "H", "H", "H", "H", "O", "C", "O", "C", "C", "C", "H", "H", "H", "H", "H", "H", "H", "H", "O", "C", "O", "C", "C", "C", "H", "H", "H", "H", "H", "H", "H", "H", "C", "C", "O", "C", "H", "H", "H", "H", "H", "H", "C", "C", "O", "C", "H", "H", "H", "H", "H", "H"], "coordinates": [[-0.6178, 0.0807, 1.2300], [-1.6918, 0.1717, 1.0060], [-0.2418, -0.5173, 0.6650], [-0.7708, -0.1913, 2.2630], [-0.2548, 0.8507, 1.1660], [-3.1778, 2.0207, 2.5740], [-2.2058, 2.5167, 1.6410], [-2.9428, 2.5847, 3.8670], [-4.4918, 2.5187, 2.2470], [-3.1008, 0.5707, 2.5080], [-2.5678, 0.1927, -1.3930], [-3.7298, 0.0867, -1.5650], [-4.3428, -0.7033, -2.3890], [-3.7988, -1.8133, -2.9920], [-4.8038, -2.7283, -3.6910], [-4.6708, 1.3147, -1.0800], [-3.2508, -2.4873, -2.2830], [-3.0588, -1.6943, -3.7630], [-5.5068, -1.9453, -4.2300], [-5.4328, -3.3743, -2.9650], [-4.3518, -3.4873, -4.4860], [-5.7048, 1.0477, -1.4930], [-4.2908, 2.1867, -1.2460], [-4.6828, 0.9707, -0.0880], [0.2162, -2.7943, -0.2650], [0.0592, -3.5993, -1.1650], [0.9982, -3.9693, -2.1170], [2.3922, -3.6543, -2.0030], [3.2152, -4.0593, -3.2840], [-1.0778, -4.4713, -1.3230], [3.0682, -4.1193, -1.2190], [2.4142, -2.6093, -1.6250], [3.0572, -5.1783, -3.4400], [4.2842, -3.8873, -3.1790], [2.7412, -3.7743, -4.1840], [-1.8948, -4.4703, -0.5590], [-0.8558, -5.3723, -1.0180], [-1.5508, -4.3043, -2.2310], [2.7502, 1.7667, 4.4030], [1.7682, 1.5637, 3.6440], [1.7782, 0.5907, 2.7640], [2.7562, -0.4553, 2.8450], [2.4632, -1.4943, 1.6850], [0.6192, 2.5387, 3.5100], [2.5752, -0.9633, 3.8710], [3.6512, 0.0787, 2.6340], [1.4672, -1.7793, 1.9270], [3.1862, -2.2213, 1.4390], [2.0572, -0.9613, 0.7590], [0.3742, 2.7597, 2.3840], [0.8172, 3.5057, 3.9420], [-0.1628, 2.2447, 4.1660], [1.5692, 2.0777, -0.2180], [1.4262, 3.2527, -0.6200], [2.2802, 3.8287, -1.4430], [3.4792, 3.3037, -1.7030], [4.1262, 3.9077, -3.0950], [0.2922, 4.1917, -0.2340], [3.6722, 2.1447, -1.5980], [4.0682, 3.5587, -1.0180], [3.5832, 3.3737, -3.9690], [5.1192, 3.6737, -3.2230], [4.0102, 4.9437, -3.1090], [-0.5518, 3.6347, -0.4960], [0.2532, 4.9387, -0.8470], [0.4292, 4.6367, 0.8480], [-1.9818, -0.6733, 5.2060], [-0.5248, -1.0463, 5.0860], [-0.0638, -1.7923, 4.1110], [0.4502, -0.4183, 6.0270], [-2.6728, -1.0533, 4.5140], [-2.3498, 0.4447, 5.4950], [-2.3678, -1.0363, 6.1840], [0.1492, 0.4557, 6.3380], [1.4082, -0.1983, 5.6320], [0.5242, -1.0603, 6.6890], [0.5432, -0.2283, -2.2890], [1.4832, 0.2967, -3.2200], [2.5262, -0.3823, -3.6280], [1.2382, 1.6047, -4.1600], [-0.3358, -0.9053, -2.5640], [-0.1528, 0.5107, -1.8370], [1.0822, -0.6793, -1.5830], [0.9422, 2.5017, -3.5400], [0.6332, 1.2147, -4.9550], [2.2382, 1.8917, -4.6420]], "forces_ev_per_a": [[-11.2, -6.4, 6.1], [1.6, 0.5, 0.4], [3.0, -5.1, -3.7], [0.8, 0.2, -1.8], [5.0, 11.2, -0.7], [-2.2, 2.1, 0.1], [3.2, 1.0, -2.9], [2.1, -0.1, 3.9], [-2.5, -0.3, -1.8], [0.4, -3.5, 0.1], [2.9, -1.5, 0.5], [-1.7, 5.7, -0.3], [-2.3, -1.4, -1.1], [2.0, -3.9, 0.2], [-2.4, 0.0, -0.9], [-3.1, -9.3, -0.9], [-0.4, 0.9, 0.1], [0.5, 1.4, -0.3], [1.0, -2.0, 0.7], [0.9, 1.2, -1.1], [-0.6, 1.9, 1.7], [1.4, 1.1, 0.4], [2.3, 5.1, -0.9], [-0.3, 0.9, 2.1], [0.4, -0.6, -1.5], [2.3, 1.1, 1.5], [-0.1, -0.7, 0.6], [2.1, 1.3, 0.7], [-2.0, -2.0, 1.1], [-3.5, 3.1, 1.4], [-1.9, -0.5, 0.0], [0.4, -0.2, -1.2], [0.5, 1.0, 0.8], [-0.2, 0.4, -0.1], [0.0, 1.4, -1.0], [0.5, 1.8, -0.2], [2.1, -5.4, -0.1], [-0.6, -0.6, -2.0], [-2.4, -0.9, -1.2], [3.3, 2.5, 1.6], [-1.7, -1.0, -0.8], [-0.8, -1.3, 0.0], [-2.5, 3.8, 0.0], [0.7, 0.4, -2.2], [1.1, 0.9, -1.7], [1.4, -0.2, 0.7], [-0.5, -1.9, 0.8], [0.6, -0.8, 0.1], [1.7, -0.1, 0.6], [-0.2, -1.0, 2.3], [1.0, 0.3, 0.1], [-1.6, -0.8, -0.3], [-0.4, 2.8, -0.9], [-0.4, -2.4, 2.0], [-2.4, 1.5, -0.5], [1.3, -4.5, -7.0], [-4.3, -3.3, 0.6], [2.2, -3.2, 4.3], [-1.5, 1.8, -0.9], [5.0, 2.7, 5.8], [0.7, 1.3, 1.3], [2.4, -0.7, 0.2], [-0.4, 1.7, -0.2], [-2.0, -0.9, 1.0], [0.3, 4.7, -3.6], [-0.7, -1.5, -2.0], [-0.7, 1.9, 3.1], [1.1, -1.1, -5.2], [-2.2, 2.8, 4.0], [0.0, 1.3, -7.3], [-0.4, -0.4, -1.5], [1.7, -1.9, -1.6], [0.5, -0.6, -0.1], [-2.2, 4.5, 2.1], [1.0, -0.4, -0.9], [1.0, -5.8, 7.1], [-5.1, 1.3, -0.4], [5.0, -0.7, -6.4], [-4.2, 2.5, 2.6], [2.4, -0.3, 2.3], [1.7, 0.3, -0.7], [1.0, 0.2, 0.0], [1.9, -2.1, 3.1], [-0.5, -1.1, -1.0], [-1.0, 0.4, -0.2], [-1.3, -0.7, 0.8]], "mulliken_charge": [0.68, 0.02, 0.24, 0.11, -0.18, 1.06, -0.61, -0.78, -0.76, -0.81, -0.36, 0.46, -0.27, 0.13, -1.15, -0.85, 0.02, 0.27, 0.29, 0.27, 0.31, 0.21, 0.37, 0.29, -0.45, 0.92, -0.36, 0.38, -1.40, -1.72, 0.20, 0.02, 0.36, 0.35, 0.36, 0.39, 0.57, 0.36, -0.68, 0.55, 0.18, -0.30, -0.87, -0.54, 0.25, 0.41, 0.33, 0.59, -0.14, -0.22, 0.46, 0.07, -0.45, 0.59, -0.41, -0.55, -1.13, -1.05, 0.14, 0.86, 0.14, 0.44, 0.34, 0.14, 0.69, 0.22, -1.35, 1.44, -0.63, -2.14, 0.32, 0.26, 0.46, 0.53, 0.37, 0.79, 0.46, 0.39, -0.66, -0.91, 0.21, 0.16, -0.43, 0.16, 0.45, 0.10], "charge": -1, "de_lowest_kj_mol": 66.3, "spin_multiplicity": 1}

=====

# 2
{"formula": "C22H48NO5SbSi2", "method": "wB97M-V/def2-TZVPD", "elements": ["C", "C", "Sb", "C", "N", "C", "C", "O", "C", "C", "C", "C", "C", "C", "C", "C", "C", "O", "C", "C", "O", "O", "H", "H", "H", "H", "H", "H", "H", "H", "H", "H", "H", "H", "H", "H", "H", "H", "H", "H", "H", "H", "H", "H", "H", "H", "H", "H", "H", "H", "H", "H", "O", "Si", "C", "C", "C", "Si", "C", "C", "C", "H", "H", "H", "H", "H", "H", "H", "H", "H", "H", "H", "H", "H", "H", "H", "H", "H", "H"], "coordinates": [[-6.7282, 6.1030, -1.0843], [-5.5526, 5.8878, -1.3182], [-3.2935, 5.5386, -1.3699], [-2.8851, 7.4526, -0.3438], [-4.0496, 8.1914, 0.1478], [-3.3764, 6.6158, -3.3908], [-4.0667, 7.9087, -3.3839], [-3.5184, 9.0037, -3.3047], [-3.6147, 3.6112, -2.4371], [-2.5712, 2.5742, -1.9779], [-1.9425, 1.7588, -3.1319], [-1.6828, 0.2693, -2.7906], [-0.1856, -0.0766, -2.7292], [0.4539, 0.4131, -1.4271], [1.9990, 0.3360, -1.4806], [2.5600, -1.0379, -1.0120], [3.6917, -0.8836, -0.0058], [4.7800, -0.2425, -0.6564], [5.4453, 0.7312, 0.1091], [-3.3615, 4.3960, 0.5757], [-2.4990, 4.6676, 1.4383], [-4.2549, 3.5149, 0.6506], [-7.6955, 6.4354, -0.7925], [-1.5359, 5.2711, -1.5437], [-2.3401, 8.1093, -1.0282], [-2.2557, 7.2141, 0.5125], [-4.5098, 7.6745, 0.8814], [-4.7038, 8.3812, -0.5954], [-3.9476, 5.9396, -4.0336], [-2.3627, 6.7382, -3.7731], [-5.1731, 7.9115, -3.4091], [-3.5680, 3.7758, -3.5183], [-4.6027, 3.2623, -2.1361], [-3.0449, 1.8879, -1.2808], [-1.7772, 3.1269, -1.4597], [-2.6275, 1.7907, -3.9828], [-1.0037, 2.2050, -3.4736], [-2.1403, -0.3624, -3.5600], [-2.1694, 0.0104, -1.8483], [0.2932, 0.4175, -3.5788], [-0.0229, -1.1555, -2.8285], [0.1153, -0.2374, -0.6192], [0.1769, 1.4484, -1.2327], [2.3365, 0.5155, -2.5019], [2.4439, 1.1216, -0.8655], [2.9388, -1.5773, -1.8801], [1.7427, -1.5993, -0.5548], [4.0021, -1.8913, 0.3062], [3.3575, -0.3434, 0.8825], [4.7960, 1.2055, 0.8484], [6.3252, 0.3296, 0.6267], [5.7928, 1.5121, -0.5710], [2.2419, -5.0899, 2.4878], [0.6409, -5.4307, 2.2515], [-0.2234, -5.6122, 3.9043], [0.4687, -7.0352, 1.2970], [-0.1742, -4.0618, 1.2879], [3.5769, -5.7441, 3.1964], [5.0436, -4.6131, 2.9710], [3.9808, -7.4025, 2.4196], [3.2874, -5.9887, 5.0318], [0.1431, -6.4840, 4.4514], [-1.2986, -5.7317, 3.7580], [-0.0598, -4.7287, 4.5246], [1.0456, -6.9980, 0.3705], [-0.5776, -7.2124, 1.0407], [0.8224, -7.8864, 1.8834], [0.2874, -3.9359, 0.3065], [-0.1085, -3.1087, 1.8161], [-1.2311, -4.2895, 1.1376], [5.2647, -4.4553, 1.9136], [5.9244, -5.0578, 3.4396], [4.8691, -3.6387, 3.4311], [3.1995, -8.1362, 2.6280], [4.9242, -7.7866, 2.8134], [4.0762, -7.3071, 1.3359], [2.5179, -6.7417, 5.2135], [2.9652, -5.0560, 5.4993], [4.2060, -6.3182, 5.5223]], "forces_ev_per_a": [[0.2, 0.3, 0.0], [-0.3, 0.0, 0.0], [0.3, -0.9, 1.1], [-0.3, 0.5, -0.2], [0.5, 0.5, 0.3], [-0.8, 0.9, -1.1], [0.6, -0.2, 0.1], [0.1, 0.3, 0.0], [0.1, -0.3, 0.1], [0.0, 0.5, -0.6], [-0.4, -0.3, 0.3], [0.3, -0.1, -0.4], [-0.4, 0.3, 0.4], [0.9, -0.1, -0.6], [-0.1, -0.5, 0.3], [-0.1, 0.9, -0.1], [-0.1, -0.8, -0.6], [-0.2, 0.2, 0.3], [0.3, 0.2, -0.1], [-0.5, -0.8, 0.5], [0.2, 0.4, -0.2], [0.2, 0.3, -0.3], [-0.1, -0.2, -0.1], [0.2, 0.1, -0.2], [0.1, -0.1, 0.0], [0.1, -0.3, -0.1], [-0.2, -0.2, -0.2], [-0.2, -0.2, 0.0], [0.0, -0.2, 0.2], [0.1, -0.1, 0.2], [-0.1, -0.3, 0.0], [0.0, 0.0, 0.0], [-0.1, 0.2, -0.2], [0.1, 0.1, 0.2], [0.1, -0.3, 0.3], [0.0, 0.0, 0.0], [0.0, 0.1, 0.0], [0.0, 0.0, 0.0], [0.0, 0.0, 0.1], [0.1, -0.1, 0.0], [0.0, 0.0, 0.0], [-0.2, 0.3, 0.2], [-0.3, -0.1, 0.1], [0.0, 0.2, 0.0], [-0.1, 0.0, 0.0], [0.0, -0.3, 0.1], [0.1, -0.2, 0.0], [0.1, 0.1, 0.2], [0.0, 0.2, 0.0], [-0.1, -0.1, 0.0], [-0.1, -0.1, 0.1], [0.0, 0.0, 0.0], [0.1, -0.1, 0.1], [-0.4, 0.1, -0.1], [0.2, 0.0, 0.0], [0.2, 0.0, 0.1], [0.3, 0.0, 0.1], [0.2, 0.0, 0.1], [-0.2, 0.0, -0.1], [-0.1, 0.1, 0.0], [-0.1, 0.0, -0.1], [0.0, 0.0, 0.0], [0.0, 0.0, 0.0], [0.0, 0.0, 0.0], [0.0, 0.0, 0.0], [0.0, 0.0, 0.0], [0.0, 0.0, 0.0], [0.0, 0.0, 0.0], [0.0, 0.0, 0.0], [0.0, 0.0, 0.0], [0.0, 0.0, 0.0], [0.0, 0.0, 0.0], [0.0, 0.0, 0.0], [0.0, 0.0, 0.0], [0.0, 0.0, 0.0], [0.0, 0.0, 0.0], [0.0, 0.0, 0.0], [0.0, 0.0, 0.0], [0.0, 0.0, 0.0]], "mulliken_charge": [-0.44, -0.47, 0.94, -1.13, -0.75, -1.05, -0.07, -0.60, -1.60, 0.10, -0.83, -0.81, -0.87, 0.11, -0.91, -0.18, -0.45, -0.37, -0.74, 0.53, -0.66, -0.63, 0.38, -0.26, 0.37, 0.46, 0.32, 0.31, 0.40, 0.36, 0.40, 0.52, 0.30, 0.37, -0.03, 0.50, 0.33, 0.36, 0.43, 0.39, 0.33, 0.15, 0.08, 0.26, 0.44, 0.28, -0.03, 0.20, 0.42, 0.35, 0.28, 0.25, -0.20, 0.42, -1.03, -1.03, -1.03, 0.41, -1.05, -1.02, -1.02, 0.29, 0.38, 0.28, 0.27, 0.39, 0.28, 0.22, 0.30, 0.35, 0.29, 0.29, 0.30, 0.29, 0.38, 0.27, 0.29, 0.28, 0.37], "charge": -2, "spin_multiplicity": 1}

=====

# 3
{"formula": "C22H48O18", "method": "wB97M-V/def2-TZVPD", "elements": ["C", "C", "C", "O", "C", "O", "O", "H", "H", "H", "H", "H", "H", "C", "C", "C", "O", "C", "O", "O", "H", "H", "H", "H", "H", "H", "C", "C", "C", "O", "C", "O", "O", "H", "H", "H", "H", "H", "H", "C", "C", "C", "O", "C", "O", "O", "H", "H", "H", "H", "H", "H", "C", "O", "H", "H", "H", "H", "C", "O", "H", "H", "H", "H", "C", "O", "H", "H", "H", "H", "C", "O", "H", "H", "H", "H", "C", "O", "H", "H", "H", "H", "C", "O", "H", "H", "H", "H"], "coordinates": [[3.9929, -15.3014, 16.1902], [3.5689, -15.9152, 17.5451], [2.0672, -15.9737, 17.9182], [1.9728, -17.3444, 18.3510], [3.1132, -18.0271, 18.0974], [3.2895, -19.1991, 18.4081], [3.9298, -17.1956, 17.5385], [3.5272, -15.8637, 15.3809], [5.0523, -15.4711, 15.9976], [3.6881, -14.2565, 16.2476], [3.9988, -15.3724, 18.3869], [1.5133, -15.6320, 17.0438], [1.8096, -15.2419, 18.6839], [4.8192, -12.0115, 8.3777], [3.7296, -12.1887, 9.4232], [4.2008, -12.8911, 10.6569], [3.6582, -12.0771, 11.6273], [2.9801, -11.0459, 11.1826], [2.5773, -10.1900, 11.8839], [3.1921, -10.9122, 9.9207], [5.6089, -11.4755, 8.9040], [4.3672, -11.4691, 7.5471], [5.1952, -12.9145, 7.8968], [2.8441, -12.6119, 8.9491], [5.2792, -13.0060, 10.5477], [3.7252, -13.8717, 10.6764], [10.9295, -10.1442, 15.1700], [9.6496, -11.0485, 15.1827], [9.1822, -11.5497, 13.8591], [9.0769, -12.9434, 14.0022], [9.6896, -13.3712, 15.1107], [9.8078, -14.5069, 15.4792], [10.0766, -12.3014, 15.8224], [11.2197, -10.0249, 16.2139], [10.7119, -9.2402, 14.6013], [11.7950, -10.5765, 14.6680], [8.8101, -10.6232, 15.7326], [9.9226, -11.3290, 13.0903], [8.2623, -11.1161, 13.4669], [1.6770, -2.7487, 22.6521], [0.4217, -3.0099, 21.9241], [0.5874, -3.8276, 20.6429], [0.0651, -5.1072, 21.1634], [-0.4707, -4.9474, 22.3905], [-0.9012, -5.9194, 22.9801], [-0.4440, -3.7671, 22.7693], [1.7211, -1.8542, 23.2733], [2.5571, -2.6311, 22.0198], [1.9531, -3.5751, 23.3070], [0.0955, -2.0188, 21.6088], [1.6377, -3.9331, 20.3709], [-0.1308, -3.4214, 19.9308], [3.8269, -2.6778, 15.2949], [4.0456, -2.3863, 16.7120], [3.6315, -1.7389, 14.7769], [4.6303, -3.2342, 14.8121], [2.8634, -3.1875, 15.2974], [4.3300, -3.1234, 17.2573], [-2.1797, -7.2047, 15.7256], [-1.0498, -7.7428, 16.3005], [-2.9577, -7.1586, 16.4877], [-2.1453, -6.2750, 15.1577], [-2.5501, -8.0754, 15.1846], [-0.2223, -7.3865, 15.9690], [4.0229, -8.3605, 17.0407], [3.3639, -7.3665, 17.7960], [4.0732, -8.1185, 15.9791], [5.0513, -8.4110, 17.3984], [3.5065, -9.2918, 17.2735], [2.7312, -7.8480, 18.3340], [5.3736, -5.4526, 21.7162], [5.6655, -5.0221, 20.4072], [6.0411, -6.3023, 21.8600], [5.6440, -4.6970, 22.4538], [4.3299, -5.7015, 21.9081], [5.3609, -5.7732, 19.8927], [7.1209, -10.8001, 21.1765], [7.8048, -10.1110, 20.2323], [7.3388, -10.4614, 22.1893], [6.0618, -10.7692, 20.9206], [7.2579, -11.8805, 21.1315], [8.7212, -10.0994, 20.5180], [-2.1827, -11.4660, 19.7914], [-1.0090, -10.7912, 19.6896], [-2.3328, -12.0271, 18.8690], [-2.0899, -12.2916, 20.4970], [-3.0035, -10.8315, 20.1257], [-1.2998, -10.1690, 19.0189]], "forces_ev_per_a": [[-0.7, -0.5, 1.0], [-0.9, 3.4, -0.3], [1.1, 0.4, -0.8], [-1.7, 0.5, 0.1], [-1.4, -2.7, 1.8], [-0.3, 2.9, -1.1], [3.8, -3.2, -0.9], [-0.5, 0.3, 0.0], [0.1, 0.5, 0.5], [0.3, 0.1, -0.6], [0.9, 0.0, -0.1], [-0.7, -1.1, -0.2], [0.1, -0.6, 0.4], [-0.8, 0.8, 0.1], [-0.8, 0.2, -2.2], [-1.0, -0.8, -1.8], [0.7, -2.0, 3.5], [2.1, 1.7, 1.0], [-1.7, 0.8, 1.2], [0.5, -0.6, -3.6], [0.3, 0.2, -0.6], [0.4, 0.5, 0.1], [-0.1, -0.3, 0.6], [0.1, -0.6, 0.1], [0.2, 0.3, 1.2], [0.3, -0.2, 0.4], [-1.2, -0.6, -0.1], [1.9, -0.3, 0.7], [0.4, 0.5, -1.6], [-0.6, -1.0, -0.9], [-0.3, -0.4, 1.2], [0.0, 0.9, -0.7], [-0.1, 0.8, 0.4], [-0.1, 0.7, -0.1], [0.0, 0.4, 0.6], [-0.3, -0.6, -0.1], [0.3, 0.1, 0.4], [0.2, -0.1, -0.1], [-0.3, -0.2, 0.4], [2.3, -0.1, 1.2], [1.1, 1.6, -0.9], [-1.5, -1.2, 2.2], [1.0, 0.3, -1.6], [-0.7, -6.7, -1.1], [0.2, 1.4, -0.3], [-0.3, 5.4, 1.4], [-0.6, 0.0, 0.1], [-0.2, 0.0, -0.5], [-0.2, -0.2, 0.1], [-1.2, -0.2, 0.5], [-0.4, 0.0, -0.5], [0.5, -0.4, -0.6], [-0.8, -0.1, 1.8], [0.3, 0.9, -0.9], [0.5, 0.1, 0.2], [-0.1, 0.0, 0.1], [0.2, -0.5, -0.6], [0.0, -0.4, -0.6], [-1.9, -1.5, -0.2], [2.1, 0.2, 1.3], [0.1, 0.7, 0.4], [0.4, -0.2, 0.0], [-0.5, 0.6, -1.3], [-0.2, 0.1, -0.1], [0.5, -0.2, 0.5], [-0.5, 0.6, 0.2], [-0.4, -0.1, 0.0], [0.2, -0.3, 0.0], [0.4, -0.3, -0.7], [-0.1, 0.4, 0.1], [0.9, -0.2, 0.7], [-0.7, 0.3, -0.3], [-0.4, -0.4, 0.7], [0.1, 0.2, -0.3], [-0.1, -0.2, -0.3], [0.1, 0.2, -0.7], [-1.8, -1.7, 1.0], [1.4, 1.1, -1.4], [-0.4, 0.1, 0.1], [-0.2, 0.7, 0.4], [0.7, -0.3, 0.1], [0.2, 0.2, -0.3], [-1.3, -2.7, 0.8], [1.3, 1.5, -0.4], [-0.9, 0.3, -0.4], [0.1, 0.2, 0.5], [-0.3, -0.1, -0.3], [1.2, 0.8, -0.2]], "mulliken_charge": [-1.39, 0.42, -0.34, -0.34, 0.67, -0.57, -0.34, 0.34, 0.36, 0.39, 0.24, 0.26, 0.28, -1.44, 0.35, -0.34, -0.29, 0.69, -0.56, -0.37, 0.38, 0.34, 0.36, 0.28, 0.32, 0.27, -1.37, 0.41, -0.42, -0.34, 0.68, -0.55, -0.36, 0.35, 0.39, 0.35, 0.29, 0.24, 0.33, -1.43, 0.51, -0.35, -0.30, 0.60, -0.61, -0.33, 0.34, 0.36, 0.35, 0.27, 0.29, 0.30, -0.48, -0.51, 0.23, 0.23, 0.24, 0.29, -0.55, -0.46, 0.22, 0.27, 0.24, 0.28, -0.55, -0.46, 0.23, 0.19, 0.29, 0.31, -0.55, -0.48, 0.27, 0.24, 0.22, 0.30, -0.57, -0.47, 0.25, 0.20, 0.29, 0.29, -0.61, -0.46, 0.26, 0.23, 0.25, 0.32], "de_lowest_kj_mol": 432.1, "spin_multiplicity": 1, "smiles": "C[C@H]1COC(=O)O1.C[C@H]1COC(=O)O1.C[C@H]1COC(=O)O1.C[C@H]1COC(=O)O1.CO.CO.CO.CO.CO.CO"}

=====

Asked for calculated total energy across the records above, the calculation gives -64574.1667; -57611.5909; -60441.3902 eV in order.